{"formula": "C45H63BClGeN2O2P2RuTe", "method": "ωB97M-V/def2-TZVPD", "symbols": ["Ru", "C", "C", "C", "C", "P", "C", "N", "B", "N", "C", "P", "C", "C", "C", "C", "C", "C", "C", "C", "C", "C", "C", "C", "C", "C", "C", "C", "C", "C", "H", "H", "H", "H", "H", "H", "H", "H", "H", "H", "H", "H", "H", "H", "H", "H", "H", "H", "H", "H", "H", "H", "H", "H", "H", "H", "H", "H", "H", "H", "H", "H", "H", "H", "H", "H", "H", "H", "H", "H", "H", "H", "H", "H", "Cl", "Te", "O", "C", "O", "C", "C", "Ge", "C", "C", "C", "C", "C", "C", "C", "C", "C", "C", "C", "C", "C", "C", "C", "C", "C", "C", "H", "H", "H", "H", "H", "H", "H", "H", "H", "H", "H", "H", "H", "H", "H", "H", "H", "H", "H"], "xyz": [[-0.5407, 0.2711, 1.4631], [3.7324, -1.1755, 4.5125], [3.0565, -0.9494, 3.1542], [2.5147, -2.3101, 2.6910], [4.1750, -0.5120, 2.1885], [1.5284, 0.3368, 3.1236], [0.7102, -0.2647, 4.7271], [-0.2274, -1.2351, 4.2361], [-1.0168, -1.0346, 2.9716], [-1.7799, -2.3000, 2.8702], [-2.7674, -2.6408, 1.9144], [-2.4683, -1.4595, 0.4305], [-1.6967, -2.7909, -0.7877], [-0.3319, -3.1842, -0.1532], [-1.4833, -2.0876, -2.1342], [-2.4466, -4.1140, -1.0940], [-4.3833, -1.3098, -0.0762], [-4.9812, -0.3372, 0.9524], [-5.2106, -2.6142, -0.0519], [-4.4874, -0.6613, -1.4665], [-1.3119, -3.1821, 3.8239], [-1.6025, -4.5444, 4.0110], [-0.9685, -5.2289, 5.0398], [-0.0469, -4.5978, 5.8655], [0.2886, -3.2541, 5.6886], [-0.3483, -2.5428, 4.6484], [2.2583, 2.0834, 3.5391], [2.7917, 2.6638, 2.2092], [1.0638, 2.9442, 3.9997], [3.3862, 2.1575, 4.5915], [4.5717, -1.8433, 4.3565], [3.0822, -1.6304, 5.2545], [4.1345, -0.2735, 4.9646], [3.3485, -3.0034, 2.5500], [1.9810, -2.2280, 1.7440], [1.8183, -2.7606, 3.3991], [4.8915, -1.3301, 2.0869], [4.7212, 0.3678, 2.5386], [3.7611, -0.2922, 1.2017], [0.1362, 0.5800, 5.1549], [1.3792, -0.6658, 5.5050], [-3.7937, -2.4930, 2.3101], [-2.7018, -3.6978, 1.5933], [0.3132, -2.3178, 0.0068], [0.2046, -3.8602, -0.8303], [-0.4528, -3.7032, 0.8074], [-1.0706, -1.0911, -1.9978], [-2.4131, -1.9870, -2.6999], [-0.8018, -2.6645, -2.7519], [-2.7758, -4.6378, -0.1955], [-1.7607, -4.7743, -1.6401], [-3.3014, -3.9472, -1.7395], [-4.9418, -0.7092, 1.9903], [-6.0304, -0.1581, 0.7263], [-4.4521, 0.6125, 0.9839], [-5.2640, -3.0374, 0.9430], [-4.8206, -3.3786, -0.7167], [-6.2312, -2.3956, -0.3552], [-3.7460, 0.1181, -1.5649], [-5.4682, -0.2284, -1.6094], [-4.2962, -1.3913, -2.2498], [-2.2970, -5.0720, 3.3719], [-1.2153, -6.2686, 5.1995], [0.4663, -5.1676, 6.6402], [1.0299, -2.7987, 6.3446], [1.9865, 2.6748, 1.4848], [3.6169, 2.0767, 1.8036], [3.1566, 3.6794, 2.3875], [0.2486, 2.8874, 3.2695], [1.3809, 3.9769, 4.1402], [0.6728, 2.6073, 4.9543], [4.3118, 1.6819, 4.2453], [3.1105, 1.7095, 5.5471], [3.6070, 3.2096, 4.7913], [-0.2931, 2.4908, 0.6451], [-2.3238, 0.9018, 3.2293], [1.4005, -0.3711, 0.3132], [1.4683, 0.0859, -0.8747], [0.4229, 0.4221, -1.5516], [2.7799, 0.3012, -1.5796], [2.7356, 1.6128, -2.3424], [0.9914, 1.9193, -3.2148], [1.6845, 3.4267, -4.3893], [1.4116, 3.4936, -5.7450], [1.9084, 4.5263, -6.5129], [2.6757, 5.5182, -5.9255], [2.9713, 5.4465, -4.5815], [2.4635, 4.4027, -3.8152], [0.3934, 0.5825, -4.5274], [1.0648, -0.6183, -4.7252], [0.6794, -1.4942, -5.7345], [-0.3774, -1.1851, -6.5516], [-1.0864, -0.0146, -6.3291], [-0.6932, 0.8672, -5.3332], [-0.6364, 2.8763, -2.5320], [-1.8440, 2.2045, -2.4343], [-3.0022, 2.8675, -2.0527], [-2.9637, 4.2052, -1.7365], [-1.7634, 4.8943, -1.8262], [-0.6079, 4.2286, -2.1997], [2.9429, -0.5474, -2.2504], [3.5955, 0.3091, -0.8581], [3.5290, 1.7135, -3.0825], [2.8901, 2.4173, -1.6250], [0.8482, 2.6979, -6.2279], [1.6895, 4.5539, -7.5838], [3.0536, 6.3533, -6.5078], [3.5948, 6.1987, -4.1100], [2.7068, 4.3733, -2.7579], [1.9168, -0.8575, -4.0945], [1.2397, -2.4154, -5.8571], [-0.6533, -1.8499, -7.3718], [-1.9376, 0.2634, -6.9497], [-1.2776, 1.7817, -5.1962], [-1.8906, 1.1342, -2.6430], [-3.9508, 2.3254, -2.0058], [-3.8765, 4.7213, -1.4549], [-1.7262, 5.9750, -1.6658], [0.3432, 4.7603, -2.2645]], "forces_ev_per_a": [[0.04, 0.29, -0.34], [-0.33, 0.41, 0.21], [-0.21, 0.40, -0.18], [-0.35, 0.14, -0.28], [-0.51, 0.21, -0.20], [1.65, -0.05, 1.33], [-0.12, 0.78, -0.22], [-0.23, -0.95, -0.80], [-0.05, -1.50, 2.03], [1.30, 0.20, 0.86], [-0.55, 0.56, -0.95], [-1.39, -2.39, -0.87], [-0.03, -0.03, 0.10], [-0.28, 0.26, -0.09], [-0.11, 0.22, 0.21], [0.23, 0.46, 0.33], [0.51, 0.23, 0.17], [0.19, -0.19, 0.46], [0.60, 0.27, 0.01], [0.48, -0.50, 0.41], [0.10, -0.87, 0.22], [0.08, 0.74, -0.04], [-0.05, 0.00, 0.03], [0.37, 0.14, 0.09], [-0.41, 0.14, -0.48], [-0.06, -0.04, 0.63], [0.12, -0.27, -0.10], [-0.05, -0.34, 0.40], [0.05, -0.48, -0.20], [-0.21, -0.24, -0.20], [0.21, -0.31, -0.05], [-0.11, -0.21, -0.02], [0.01, 0.13, -0.09], [0.05, -0.02, 0.05], [0.11, 0.08, -0.09], [0.12, 0.06, 0.14], [0.04, -0.06, 0.00], [-0.08, -0.09, 0.05], [0.05, -0.06, 0.06], [0.31, -0.27, -0.07], [-0.26, 0.15, -0.48], [0.52, -0.01, -0.12], [0.13, 0.51, 0.09], [-0.10, 0.02, 0.02], [-0.12, 0.02, 0.00], [-0.05, 0.08, -0.14], [0.20, 0.05, -0.06], [0.05, -0.09, 0.11], [0.26, -0.12, -0.15], [-0.01, -0.08, -0.02], [-0.03, 0.09, 0.11], [-0.13, 0.02, -0.09], [0.02, -0.06, -0.38], [-0.21, 0.05, -0.16], [-0.01, 0.11, -0.22], [-0.01, -0.11, 0.27], [-0.05, 0.07, -0.03], [-0.21, 0.16, -0.11], [0.19, 0.36, -0.10], [-0.38, 0.09, -0.06], [-0.12, -0.03, -0.09], [-0.11, 0.10, -0.04], [0.07, -0.10, 0.01], [-0.20, 0.12, -0.12], [-0.20, 0.04, -0.24], [-0.06, 0.18, -0.23], [0.01, 0.01, 0.06], [-0.07, 0.05, -0.04], [0.18, 0.22, 0.09], [0.06, 0.16, -0.19], [-0.04, -0.09, 0.23], [-0.22, 0.13, 0.03], [-0.09, -0.08, 0.03], [0.01, 0.06, -0.08], [-0.10, 0.62, 0.08], [-0.24, 0.60, 0.04], [0.31, 0.17, -1.21], [-2.49, 0.29, -0.20], [1.77, -0.82, 1.06], [0.50, -0.03, 0.23], [-0.23, -0.15, 0.22], [-0.51, 0.85, -0.23], [-0.69, -1.21, 0.37], [0.08, -0.21, -0.36], [-0.16, 0.18, -0.68], [0.20, 0.37, -0.32], [0.05, 0.07, 0.49], [0.52, 0.69, 0.00], [0.47, 0.23, 0.54], [0.06, 0.06, -0.05], [0.81, -0.23, 0.59], [-0.64, -0.12, -0.62], [-0.25, 0.33, -0.28], [-0.64, 0.10, -0.24], [0.68, -0.35, 0.04], [-0.19, -0.40, -0.08], [-0.33, -0.62, 0.01], [-0.16, 0.55, -0.06], [0.12, 0.48, -0.03], [0.34, -0.06, -0.37], [-0.02, -0.01, 0.04], [0.04, -0.18, 0.09], [-0.05, -0.12, -0.10], [-0.06, 0.20, 0.06], [0.00, 0.17, 0.07], [0.09, 0.07, 0.28], [-0.02, -0.12, -0.06], [-0.03, 0.05, -0.07], [-0.01, -0.03, 0.00], [-0.11, -0.09, -0.10], [-0.08, 0.01, -0.13], [0.00, 0.13, 0.25], [0.15, -0.22, 0.03], [0.27, -0.21, 0.04], [0.05, 0.22, -0.01], [0.29, 0.15, 0.04], [0.09, 0.00, 0.01], [-0.04, -0.34, 0.19], [-0.35, 0.03, 0.01]], "multiplicity": 5, "de_lowest_kj_mol": 0.00, "homo_energy_ev": [-3.9, -4.5], "e_tot_ha": -5620.26679, "e_lumo_ev": [2.33, 1.15], "total_charge": -1}